312
Properties=species:S:1:pos:R:3:forces:R:3:lowdin_charge:R:1 method="wB97M-V/def2-TZVPD" orbital_gap_ev=9.02 lumo_ha=0.020 energy_ha=-5222.65229 homo_energy_ev=-8.48 spin_multiplicity=1
C -21.88981 -9.45131 22.30677 -0.4 0.5 0.4 -0.174
O -22.39392 -10.49824 21.50878 -0.3 -0.1 -0.4 -0.115
H -22.76937 -8.88980 22.66169 0.3 0.0 -0.2 0.075
H -21.38763 -9.79555 23.20759 0.3 -0.1 0.0 0.068
H -21.23018 -8.75664 21.75499 -0.1 -0.4 0.1 0.080
H -21.85406 -11.28545 21.57244 0.2 0.0 0.1 0.074
C -19.63643 -6.88293 25.10585 -1.1 -1.4 -0.7 -0.128
O -20.41648 -8.08630 24.94858 0.2 -0.4 0.3 -0.140
H -20.00854 -6.19438 24.36527 0.2 0.8 0.0 0.057
H -19.67682 -6.49698 26.12070 0.0 0.1 0.0 0.080
H -18.65325 -7.23046 24.81860 0.5 0.4 0.2 0.081
H -21.35228 -7.94509 24.77404 0.1 0.6 0.2 0.062
C -25.02661 -1.57417 17.22002 -0.1 -0.7 0.8 -0.162
O -23.98003 -1.27362 18.14002 -0.4 -0.1 0.4 -0.151
H -25.61940 -0.72660 16.87509 0.6 0.5 -0.2 0.067
H -24.60733 -2.15790 16.39785 -0.2 0.2 -0.2 0.075
H -25.79882 -2.16594 17.71697 0.2 -0.4 0.0 0.039
H -24.14931 -1.80723 18.96457 0.1 0.4 -0.6 0.039
C -25.17297 -5.05117 24.40575 0.4 -0.3 0.4 -0.131
O -23.89791 -5.64521 24.07748 -0.9 0.2 0.2 -0.125
H -25.12511 -4.00482 24.65786 0.4 0.8 -0.6 0.037
H -25.96599 -5.22969 23.67374 0.2 -0.1 -0.1 0.066
H -25.49374 -5.42728 25.36999 0.0 -0.8 0.1 0.073
H -23.63432 -5.31411 23.20726 -0.1 0.3 0.1 0.020
C -29.77701 -8.55056 26.46496 0.2 0.3 -0.3 -0.007
C -29.25796 -8.38441 24.98988 0.0 1.3 1.4 -0.504
C -29.15822 -9.74001 24.36112 0.5 -1.2 -0.7 -0.157
C -30.49388 -10.36546 24.03326 -0.6 1.2 -0.1 -0.157
C -31.15132 -9.38010 23.03600 -0.5 0.2 1.1 -0.103
C -31.36640 -7.98159 23.70423 -1.8 -0.5 -0.6 -0.485
N -30.09130 -7.55796 24.14281 0.5 1.2 -0.4 -0.114
O -30.21829 -6.23935 24.66305 0.4 -0.3 0.1 -0.021
C -31.86134 -6.97253 22.59130 -0.3 -1.3 0.2 -0.009
C -32.47796 -8.05176 24.85895 0.3 0.4 -1.2 -0.003
C -27.88468 -7.69671 24.98086 0.7 -0.9 0.3 -0.024
H -30.75196 -9.00635 26.52921 0.1 -0.6 -0.1 0.043
H -29.92508 -7.63587 27.03767 0.4 0.4 -0.3 0.083
H -29.05957 -9.15789 27.00414 0.1 -0.1 0.2 0.085
H -28.59922 -9.69692 23.41146 0.0 0.2 0.3 0.123
H -28.61014 -10.42034 25.00211 0.4 0.1 0.3 0.123
H -31.12388 -10.39239 24.91314 -0.2 -0.1 0.4 0.090
H -30.38975 -11.41029 23.76404 0.0 0.0 -0.7 0.112
H -32.15492 -9.68903 22.74868 0.1 -0.3 -0.5 0.116
H -30.47573 -9.17151 22.20865 -0.2 -0.4 -0.4 0.111
H -31.13874 -6.91845 21.76443 0.0 0.2 0.4 0.085
H -32.79077 -7.35532 22.14808 0.1 -0.1 0.1 0.082
H -32.11727 -5.99991 22.99712 0.4 0.2 0.0 0.048
H -33.44018 -8.35140 24.43882 0.1 0.1 -0.2 0.086
H -32.23227 -8.77363 25.61824 0.0 0.0 0.2 0.040
H -32.65007 -7.06253 25.31291 0.1 -0.3 0.0 0.066
H -27.52015 -7.61942 23.95396 0.0 0.0 0.1 0.083
H -27.19167 -8.31494 25.55231 0.2 -0.3 -0.2 0.087
H -27.76592 -6.73684 25.46626 -0.7 0.4 0.0 0.065
H -30.89232 -6.35099 25.34021 -0.1 0.4 0.5 0.062
C -23.39642 5.58330 21.71507 -0.5 0.0 -0.4 -0.013
C -23.86156 4.22354 22.30281 -0.1 1.1 0.7 -0.546
C -25.09959 3.69393 21.62328 -0.7 0.6 -1.6 -0.133
C -24.81488 3.26070 20.17096 -0.1 -0.5 0.5 -0.160
C -23.80391 2.12972 20.26810 -0.2 -0.7 -0.5 -0.140
C -22.50061 2.58477 20.92403 -0.5 -1.0 0.5 -0.508
N -22.84771 3.21098 22.22138 1.6 0.0 0.1 -0.051
O -21.60989 3.82195 22.71650 -0.5 -0.7 0.1 -0.046
C -21.62366 1.38486 21.30418 -0.1 -1.0 -0.8 -0.033
C -21.74826 3.41025 19.90680 1.0 0.4 -0.6 -0.034
C -24.20588 4.44611 23.78953 0.5 -0.5 0.2 -0.027
H -23.46561 5.57198 20.62823 0.0 0.1 0.0 0.062
H -22.35481 5.79343 21.95088 -0.2 0.0 0.2 0.081
H -24.02710 6.40941 22.07120 0.1 -0.2 0.0 0.087
H -25.54310 2.81728 22.09729 0.1 0.2 0.5 0.112
H -25.81164 4.52795 21.63914 -0.2 -0.3 0.1 0.127
H -24.39280 4.06105 19.56691 -0.1 0.2 0.0 0.093
H -25.70829 2.90405 19.63670 0.1 0.2 0.3 0.102
H -23.61560 1.74088 19.26344 0.4 0.1 0.0 0.124
H -24.21456 1.24962 20.78324 -0.1 0.3 0.3 0.109
H -21.52844 0.77441 20.40226 0.5 0.2 -0.2 0.086
H -20.64934 1.70134 21.66530 0.1 0.0 -0.1 0.080
H -22.01117 0.62228 21.99878 -0.4 0.8 0.3 0.061
H -20.87716 3.90485 20.33548 -0.1 0.1 0.1 0.090
H -21.37653 2.82659 19.05901 0.1 -0.6 0.4 0.095
H -22.33841 4.12129 19.36004 -0.5 0.7 0.3 0.063
H -24.93925 5.24784 23.88745 0.0 -0.1 0.1 0.084
H -23.31408 4.69037 24.37628 -0.1 0.3 -0.2 0.081
H -24.57137 3.51865 24.24433 -0.3 0.1 -0.2 0.068
H -21.46241 3.32544 23.52779 0.1 0.0 0.0 0.095
C -23.58089 -2.64153 27.52040 1.0 0.4 -0.7 -0.018
C -24.43627 -1.34302 27.58557 -1.3 -1.0 1.0 -0.463
C -23.78323 -0.15842 28.30558 -0.4 -0.7 1.4 -0.161
C -22.66495 0.45346 27.53563 -0.2 0.6 -2.0 -0.153
C -23.33726 0.98018 26.20760 0.3 0.4 1.6 -0.116
C -23.95338 -0.16388 25.43307 -0.2 -0.8 -0.7 -0.481
N -24.94390 -0.82265 26.31136 0.0 -0.3 0.0 -0.060
O -25.53488 -1.93516 25.61834 1.0 0.3 -0.3 -0.060
C -24.74213 0.33025 24.21311 -0.5 0.2 -0.3 -0.025
C -22.84518 -1.13689 24.95335 0.1 0.1 -0.6 -0.023
C -25.72384 -1.79778 28.38260 0.2 0.9 -0.4 -0.017
H -23.45988 -3.11635 28.49371 -0.2 0.2 0.1 0.088
H -22.56780 -2.48719 27.12018 -0.2 0.1 0.4 0.054
H -23.98676 -3.37950 26.82693 -0.4 0.1 0.2 0.073
H -24.55436 0.56403 28.60640 0.0 0.2 -0.6 0.111
H -23.46065 -0.48037 29.29071 0.4 -0.5 0.2 0.117
H -21.95354 -0.32489 27.22135 0.1 0.4 0.6 0.093
H -22.15537 1.27670 28.05371 -0.1 -0.3 -0.1 0.117
H -22.64342 1.55244 25.60508 0.3 -0.1 -0.4 0.110
H -24.09064 1.70878 26.54898 -0.1 -0.3 -0.4 0.122
H -24.14912 0.82925 23.45354 0.5 0.2 0.1 0.062
H -25.23066 -0.48464 23.68544 0.0 -0.4 0.1 0.058
H -25.55856 1.01548 24.47812 0.2 0.0 0.3 0.085
H -22.38062 -0.73383 24.04989 0.0 0.1 0.0 0.072
H -22.03549 -1.31569 25.66351 -0.2 0.1 -0.1 0.051
H -23.24791 -2.11034 24.66653 -0.2 0.1 0.2 0.078
H -26.09618 -2.75554 28.03528 0.1 -0.2 -0.1 0.077
H -26.53864 -1.07880 28.22820 0.2 0.0 0.0 0.063
H -25.54988 -1.84922 29.45295 0.3 -0.1 0.2 0.079
H -26.46893 -1.85583 25.82891 -0.7 0.1 0.1 0.046
C -25.76664 -5.11921 18.36386 -0.1 -0.4 -0.5 -0.005
C -26.19977 -6.48987 17.76877 0.0 0.3 1.0 -0.530
C -25.00761 -7.29314 17.28811 1.5 0.2 0.0 -0.105
C -24.06140 -7.84868 18.42735 -1.4 0.4 -0.8 -0.138
C -24.97478 -8.76715 19.19836 1.0 -1.0 0.8 -0.154
C -26.16206 -8.04023 19.78848 -0.5 -0.6 -0.3 -0.534
N -26.86028 -7.37522 18.70630 -2.1 1.0 0.7 -0.051
O -27.96480 -6.61604 19.34264 0.6 -0.9 -1.0 -0.038
C -27.17044 -9.06198 20.29517 -0.4 -1.0 0.7 -0.028
C -25.67841 -7.13372 20.88548 0.9 0.8 0.6 -0.013
C -27.21421 -6.25783 16.64351 0.3 -0.2 -0.2 -0.021
H -25.05880 -5.17158 19.18603 0.2 -0.1 -0.2 0.056
H -26.64760 -4.60535 18.74582 0.0 0.4 -0.2 0.067
H -25.30788 -4.54640 17.55225 -0.1 0.2 0.2 0.084
H -25.42445 -8.15330 16.75015 0.4 0.2 -0.2 0.125
H -24.43400 -6.61432 16.64368 -0.1 -0.4 -0.3 0.110
H -23.68188 -7.06114 19.06999 0.0 0.3 0.0 0.079
H -23.17603 -8.36272 18.06300 -0.1 -0.1 -0.4 0.110
H -24.44865 -9.28386 20.00514 0.1 0.3 0.3 0.113
H -25.27449 -9.62112 18.59991 -0.4 0.1 -0.6 0.124
H -28.08363 -8.61949 20.69303 0.2 0.3 0.2 0.069
H -27.53767 -9.73507 19.51279 0.4 0.2 -0.2 0.090
H -26.74140 -9.72579 21.06256 0.0 0.3 0.0 0.090
H -26.40650 -6.51438 21.39029 -0.6 -0.3 0.3 0.074
H -25.11555 -7.70282 21.61649 -0.2 -0.2 0.4 0.094
H -24.96488 -6.39135 20.53890 0.2 -0.1 -0.2 0.050
H -27.64782 -7.21656 16.34025 0.4 0.1 -0.2 0.092
H -26.69370 -5.76021 15.82198 -0.2 -0.1 -0.2 0.086
H -28.07417 -5.66681 16.94610 0.2 0.3 0.3 0.071
H -27.50369 -5.89753 19.77988 0.0 0.4 0.3 0.025
C -28.82210 -2.35051 18.55203 -0.2 -0.8 -0.8 -0.023
C -29.56401 -1.04014 18.41754 -0.5 1.1 -1.3 -0.500
C -31.00250 -1.15860 18.94142 -0.2 -0.6 0.1 -0.109
C -31.75475 0.14126 19.21822 0.8 0.6 -0.4 -0.168
C -30.97587 0.96792 20.21624 0.3 -0.9 0.4 -0.154
C -29.55288 1.22322 19.71144 -0.1 0.1 -0.9 -0.485
N -28.91844 -0.06578 19.27255 0.5 0.7 1.1 -0.070
O -27.60154 0.21671 18.81857 -0.2 -0.3 0.4 -0.042
C -29.63093 2.28520 18.59520 0.0 0.9 -0.1 -0.028
C -28.67369 1.73906 20.81713 0.6 0.4 1.4 -0.038
C -29.47276 -0.62268 16.89664 -0.5 -0.4 0.3 -0.006
H -29.16133 -3.08106 17.80529 -0.2 0.2 0.0 0.098
H -28.95279 -2.83651 19.50416 0.1 0.1 0.5 0.071
H -27.76643 -2.22792 18.34114 0.1 0.2 0.1 0.050
H -31.57667 -1.78529 18.24987 0.1 -0.1 0.1 0.129
H -30.87428 -1.70475 19.89107 -0.4 0.0 -0.2 0.108
H -32.76754 0.00713 19.56831 -0.3 -0.4 0.1 0.103
H -31.80718 0.76025 18.32592 -0.3 -0.2 -0.4 0.098
H -30.93938 0.39560 21.14124 0.3 -0.1 0.3 0.094
H -31.48492 1.88976 20.47983 0.1 0.4 -0.2 0.125
H -30.32804 2.07586 17.78692 0.0 -0.3 0.0 0.063
H -29.95318 3.25388 18.99040 -0.2 -0.2 0.4 0.091
H -28.68009 2.57070 18.14488 0.3 -0.5 0.0 0.081
H -27.67263 1.99462 20.48159 0.0 0.0 -0.2 0.058
H -29.05116 2.62258 21.34627 -0.3 0.0 -0.5 0.095
H -28.54565 1.00924 21.62598 -0.1 -0.3 -0.3 0.084
H -29.83078 -1.42874 16.25285 -0.1 -0.1 0.2 0.083
H -28.41588 -0.52292 16.63409 -0.2 0.2 -0.2 0.071
H -30.06338 0.26191 16.61127 0.4 -0.1 0.3 0.076
H -27.70404 0.56283 17.92819 0.1 0.3 -0.3 0.064
C -18.25035 -4.21746 22.47923 -0.6 0.1 0.0 -0.006
C -18.56987 -2.77879 22.97088 1.4 -0.1 -0.3 -0.482
C -19.74408 -2.74991 23.92377 0.0 -1.3 1.3 -0.114
C -19.32675 -3.26063 25.34233 -1.1 -0.2 -0.3 -0.168
C -18.29999 -2.32036 25.88163 0.8 -0.5 -0.1 -0.137
C -17.02727 -2.48526 25.05389 -0.1 0.1 0.3 -0.534
N -17.41836 -2.17051 23.69184 0.9 0.7 -1.1 -0.073
O -16.20134 -2.24827 22.89602 -1.3 0.1 0.1 -0.028
C -16.01569 -1.41400 25.45839 0.5 0.5 0.2 -0.035
C -16.38982 -3.87692 25.22734 0.1 -0.3 0.5 -0.019
C -18.83697 -1.85594 21.76315 -0.2 0.0 -0.2 -0.018
H -17.43900 -4.20893 21.74903 -0.2 0.0 0.0 0.089
H -19.15645 -4.62862 22.02073 0.2 0.1 -0.3 0.063
H -18.01398 -4.94230 23.26248 0.1 0.3 0.1 0.058
H -20.12002 -1.73421 24.04161 -0.2 0.0 -0.2 0.108
H -20.50600 -3.44332 23.55123 -0.2 0.4 -0.1 0.105
H -18.89842 -4.25671 25.31876 0.1 -0.2 -0.4 0.065
H -20.18230 -3.44896 26.01433 0.0 0.7 -0.3 0.115
H -18.02427 -2.55334 26.90352 -0.2 0.3 0.4 0.125
H -18.61308 -1.29462 25.71945 -0.1 0.3 0.5 0.124
H -15.11536 -1.46427 24.86226 0.3 -0.3 -0.1 0.073
H -16.37565 -0.40552 25.26051 -0.5 0.0 0.0 0.089
H -15.69166 -1.43108 26.50456 -0.3 -0.4 0.0 0.089
H -17.04360 -4.70975 25.00950 -0.3 0.0 -0.2 0.049
H -15.50920 -4.02198 24.59916 0.2 0.1 0.2 0.084
H -16.09231 -4.06375 26.26661 0.2 0.4 -0.1 0.099
H -19.77565 -2.08956 21.25563 -0.1 -0.2 0.1 0.064
H -18.07569 -1.86893 20.99415 0.4 -0.5 0.0 0.077
H -18.86462 -0.80686 22.04092 -0.2 0.1 0.5 0.083
H -15.87522 -3.12027 23.13868 0.4 -0.2 -0.4 0.056
C -32.30869 -1.94547 22.65230 0.2 -0.2 0.2 -0.011
C -33.37469 -1.10796 23.37709 0.3 -0.5 0.3 -0.519
C -34.66485 -1.15985 22.60806 -1.0 -1.2 -0.7 -0.130
C -35.30879 -2.57497 22.73132 0.3 0.7 -0.1 -0.164
C -35.66728 -2.79250 24.19091 0.0 -1.2 -0.4 -0.139
C -34.40006 -2.84113 25.06270 -0.1 -0.4 0.4 -0.504
N -33.66735 -1.59776 24.75946 1.9 0.3 0.6 -0.019
O -32.30948 -1.76871 25.35757 -1.3 0.5 0.1 -0.082
C -34.81685 -2.78554 26.55443 0.0 -0.3 -0.1 -0.036
C -33.57827 -4.14387 24.85352 -0.3 0.4 0.0 -0.026
C -32.91762 0.34678 23.46828 0.1 0.0 0.3 -0.019
H -32.02054 -1.41561 21.75390 -0.1 0.0 -0.4 0.049
H -32.67895 -2.94366 22.38314 0.2 0.3 0.0 0.073
H -31.38375 -2.06015 23.22942 -0.3 0.0 0.1 0.083
H -35.38319 -0.41023 22.95585 0.1 -0.1 0.2 0.123
H -34.46964 -0.92934 21.56131 0.1 0.1 -0.1 0.115
H -34.60921 -3.35815 22.42908 0.0 0.2 -0.1 0.088
H -36.16114 -2.70070 22.06055 -0.1 0.2 0.2 0.112
H -36.17844 -3.76728 24.26660 0.0 0.3 0.3 0.129
H -36.35746 -2.01509 24.49994 0.0 0.2 0.3 0.117
H -35.42148 -3.65198 26.85368 -0.1 0.1 -0.4 0.086
H -33.99812 -2.80400 27.28099 0.3 0.2 -0.4 0.080
H -35.39246 -1.88648 26.70961 -0.2 0.3 0.2 0.076
H -34.07515 -4.98828 25.34106 -0.2 0.1 -0.4 0.083
H -33.43030 -4.31316 23.78849 0.0 -0.4 0.1 0.050
H -32.60764 -4.07445 25.34152 0.1 0.2 -0.2 0.074
H -32.03058 0.44830 24.10328 -0.2 0.0 -0.1 0.083
H -33.73239 0.94543 23.86100 -0.1 0.1 0.4 0.083
H -32.69007 0.77565 22.49084 0.1 -0.3 -0.1 0.066
H -32.45928 -1.37644 26.22701 0.3 0.1 0.0 0.098
C -19.84926 -6.86370 15.18638 -0.7 0.3 -0.3 -0.023
C -18.98559 -5.57029 15.31620 0.4 -0.5 0.1 -0.511
C -19.18702 -4.47932 14.26211 -0.1 -0.4 -0.7 -0.130
C -20.54252 -3.78283 14.41671 0.4 -1.0 0.5 -0.169
C -20.46446 -3.03585 15.72920 0.9 -0.2 0.3 -0.121
C -20.25344 -4.03183 16.90924 0.0 -0.4 -0.6 -0.488
N -19.08180 -4.86509 16.59101 0.1 0.2 0.1 -0.108
O -18.84676 -5.76981 17.63446 0.3 0.1 0.5 -0.030
C -19.92088 -3.31790 18.20662 -0.8 0.8 0.4 -0.037
C -21.51917 -4.88484 17.14956 -0.4 0.1 -0.3 -0.023
C -17.55677 -6.10543 15.28149 1.0 -0.2 -0.6 -0.053
H -19.69076 -7.50769 16.05961 0.0 0.1 -0.2 0.080
H -19.55087 -7.43922 14.30813 0.3 0.1 0.1 0.085
H -20.93556 -6.74608 15.06703 0.3 0.3 0.1 0.067
H -18.39127 -3.74406 14.37091 0.2 0.1 0.2 0.119
H -19.02441 -4.91434 13.27674 -0.3 -0.1 -0.2 0.119
H -21.25744 -4.58963 14.57415 -0.4 0.1 -0.6 0.086
H -20.83055 -3.17749 13.55869 0.1 0.0 0.1 0.115
H -21.31876 -2.39982 15.89290 -0.4 0.2 0.3 0.114
H -19.56153 -2.40959 15.65862 -0.3 0.1 0.3 0.126
H -19.96107 -4.01014 19.04731 -0.1 0.0 0.1 0.067
H -18.94296 -2.84965 18.25028 0.2 0.0 -0.4 0.090
H -20.67405 -2.51703 18.34166 0.3 -0.3 0.2 0.091
H -22.00326 -5.30748 16.25884 0.5 0.1 0.1 0.066
H -21.33663 -5.71654 17.84402 -0.2 0.3 0.0 0.071
H -22.27527 -4.22493 17.55909 -0.2 0.1 0.5 0.080
H -16.81704 -5.33161 15.48515 -0.2 0.2 0.3 0.088
H -17.26351 -6.46984 14.28792 -0.4 -0.1 0.0 0.086
H -17.39595 -6.92944 15.98974 -0.1 0.3 -0.2 0.085
H -19.63678 -6.31634 17.69270 -0.2 -0.3 0.1 0.062
C -22.09101 -5.58161 21.33019 0.3 -0.2 -0.1 -0.063
O -23.02953 -4.52873 21.59623 0.5 -1.6 0.1 -0.205
C -22.54481 -3.25131 21.27480 -0.3 1.1 0.3 -0.184
C -23.69515 -2.29252 21.55586 1.0 0.2 0.8 -0.196
N -24.73727 -2.57947 20.64139 -0.5 -0.6 -0.8 -0.055
C -25.98574 -1.85449 20.79989 0.4 -0.5 1.0 -0.161
C -26.90309 -2.53116 21.79589 -0.4 -0.3 -0.8 -0.165
O -27.37666 -3.74499 21.16502 0.8 0.0 0.1 -0.211
C -28.43766 -4.33069 21.85459 -0.8 -0.4 0.5 -0.124
H -21.14706 -5.50800 21.89198 -0.2 0.6 -0.1 0.077
H -21.85621 -5.65042 20.26673 0.0 0.3 -0.1 0.078
H -22.46331 -6.56979 21.61282 -0.7 0.4 0.1 0.072
H -22.26269 -3.19458 20.22598 0.1 -0.1 -0.3 0.115
H -21.69246 -2.96701 21.88627 0.2 -0.2 0.1 0.094
H -23.39183 -1.25664 21.43871 0.3 0.3 -0.3 0.111
H -23.93262 -2.35560 22.62916 -0.3 -0.3 0.0 0.106
H -24.95571 -3.56959 20.71380 0.1 0.0 -0.2 0.100
H -26.49033 -1.92866 19.85669 -0.3 0.8 -0.4 0.075
H -25.76680 -0.83512 21.15456 -0.2 -0.1 -0.5 0.130
H -27.74558 -1.85350 21.92918 -0.3 0.0 0.4 0.117
H -26.39729 -2.76726 22.73374 -0.1 0.0 0.2 0.114
H -29.27319 -3.63461 21.87752 -0.3 0.1 0.3 0.086
H -28.21261 -4.70150 22.85225 0.4 0.6 0.6 0.070
H -28.81415 -5.25923 21.43110 0.3 0.1 -1.0 0.082
C -28.85273 -3.04282 25.67232 -1.0 0.0 0.3 -0.081
O -28.26890 -1.85975 26.16625 0.1 1.3 -1.0 -0.220
C -28.74713 -0.63895 25.49930 -0.7 -1.5 1.0 -0.167
C -28.47373 0.50192 26.39710 0.6 1.0 0.2 -0.232
N -29.29382 0.47185 27.58785 -0.2 -1.1 -0.8 -0.055
C -29.16775 1.60072 28.44896 -0.1 0.0 1.2 -0.211
C -27.96001 1.60154 29.38748 -0.2 -0.4 0.7 -0.192
O -28.21013 0.58376 30.39523 0.5 0.7 -0.3 -0.189
C -27.17192 0.53849 31.35101 0.1 0.5 0.4 -0.128
H -28.51824 -3.82541 26.33982 -0.1 -0.3 0.0 0.094
H -28.66257 -3.30676 24.64349 0.9 0.1 -0.5 0.067
H -29.94631 -2.96384 25.66874 -0.1 0.0 0.5 0.079
H -29.83515 -0.72754 25.44376 -0.1 -0.1 -0.5 0.109
H -28.30083 -0.48184 24.52949 0.3 -0.3 -0.4 0.117
H -28.67906 1.41386 25.81153 0.3 -0.1 0.3 0.136
H -27.43317 0.43827 26.72455 0.5 0.4 -0.6 0.103
H -28.95596 -0.35989 28.05673 -0.5 -0.1 0.5 0.105
H -30.05564 1.55935 29.10350 0.3 0.4 -0.1 0.124
H -29.20176 2.51835 27.87373 0.0 0.2 -0.2 0.116
H -27.84926 2.58541 29.86440 -0.1 -0.1 0.1 0.121
H -26.99354 1.38766 28.91470 -0.1 -0.1 -0.3 0.104
H -27.01775 1.47693 31.88208 -0.3 0.7 -0.2 0.079
H -26.19206 0.33299 30.92378 0.1 -0.5 -0.3 0.072
H -27.41689 -0.12615 32.17337 -0.1 -0.6 -0.4 0.087